{"formula": "C26H43NO12Si", "method": "ωB97M-V/def2-TZVPD", "symbols": ["N", "C", "C", "Si", "H", "H", "H", "H", "H", "H", "H", "O", "C", "O", "C", "C", "C", "H", "H", "H", "H", "H", "H", "O", "C", "O", "C", "C", "C", "H", "H", "H", "H", "H", "H", "O", "C", "O", "C", "C", "C", "H", "H", "H", "H", "H", "H", "O", "C", "O", "C", "C", "C", "H", "H", "H", "H", "H", "H", "O", "C", "O", "C", "C", "C", "H", "H", "H", "H", "H", "H", "O", "C", "O", "C", "C", "C", "H", "H", "H", "H", "H", "H"], "coordinates": [[-0.277983, 4.144963, 3.053329], [-1.290232, 4.207085, 2.300352], [-2.268259, 3.116837, 1.967630], [-4.016326, 3.641914, 2.498924], [-0.177779, 3.206045, 3.445136], [-1.512292, 5.170477, 1.826381], [-2.282779, 2.981910, 0.881676], [-1.974782, 2.177308, 2.436640], [-4.968693, 3.434423, 1.392581], [-3.985723, 5.087157, 2.826595], [-4.458898, 2.915284, 3.707022], [-3.926999, 4.250242, -1.232412], [-3.801787, 5.439193, -1.200101], [-4.743733, 6.262607, -0.687848], [-4.359442, 7.636820, -0.868292], [-2.844225, 7.611084, -1.033758], [-2.628044, 6.256890, -1.707074], [-4.867127, 8.019296, -1.756332], [-4.691932, 8.200427, -0.000330], [-2.464626, 8.459608, -1.598918], [-2.366701, 7.616255, -0.052871], [-2.701848, 6.317770, -2.794056], [-1.689921, 5.780603, -1.436060], [-0.177211, 1.047168, 3.822544], [0.966820, 0.716093, 3.992266], [1.311357, -0.379977, 4.694949], [2.751891, -0.465941, 4.802118], [3.279676, 0.357510, 3.635810], [2.204081, 1.426503, 3.493827], [3.043931, -0.063578, 5.773961], [3.029712, -1.515994, 4.755695], [4.278738, 0.752203, 3.804925], [3.311444, -0.249963, 2.734695], [2.384258, 2.292708, 4.133956], [2.067120, 1.758250, 2.468860], [3.614855, 0.787575, 0.570407], [3.233846, 1.198042, -0.491133], [4.036030, 1.841754, -1.356621], [3.281614, 2.282358, -2.505117], [2.053436, 1.381628, -2.539881], [1.832486, 1.099525, -1.056207], [3.024813, 3.333629, -2.358791], [3.913560, 2.189738, -3.384138], [1.199094, 1.836359, -3.036750], [2.294869, 0.453574, -3.060716], [1.212210, 1.859567, -0.575728], [1.412369, 0.115394, -0.861655], [-0.081940, -2.476330, -1.456480], [-0.325272, -2.378350, -0.284550], [-1.504504, -1.925604, 0.174914], [-1.478735, -1.838807, 1.617290], [-0.381029, -2.797389, 2.052470], [0.593781, -2.708785, 0.878113], [-1.264058, -0.806189, 1.899206], [-2.460186, -2.110507, 1.996860], [0.045132, -2.533400, 3.018329], [-0.778864, -3.811421, 2.121974], [1.313045, -1.893171, 0.990007], [1.124179, -3.638358, 0.688282], [5.354068, -1.948235, -4.237463], [4.288025, -2.432783, -3.997681], [3.124498, -1.854912, -4.383238], [2.001297, -2.605816, -3.875839], [2.540667, -4.005323, -3.615468], [3.992251, -3.714322, -3.241336], [1.647333, -2.129775, -2.963484], [1.205065, -2.582920, -4.615976], [1.976473, -4.534090, -2.849601], [2.507585, -4.594490, -4.533630], [4.109404, -3.510745, -2.175398], [4.688742, -4.494740, -3.534265], [-0.853542, -7.196826, 1.529621], [-1.279004, -6.847619, 0.469059], [-0.506281, -6.220431, -0.451774], [-1.302353, -5.820045, -1.581803], [-2.519497, -6.736390, -1.563781], [-2.691259, -6.991034, -0.067231], [-1.569323, -4.769312, -1.452104], [-0.702325, -5.920931, -2.482940], [-3.389313, -6.294015, -2.044282], [-2.287196, -7.671377, -2.075469], [-3.310170, -6.228574, 0.409141], [-3.088739, -7.973226, 0.171555]], "forces_ev_per_angstrom": [[0.11, 0.12, 0.08], [-0.03, -0.16, -0.12], [-0.07, 0.17, 0.10], [0.07, 0.00, -0.15], [-0.12, -0.03, -0.07], [0.10, 0.02, 0.01], [-0.09, 0.01, 0.00], [0.02, 0.00, 0.00], [-0.08, -0.06, 0.07], [-0.01, 0.01, -0.02], [0.03, -0.04, 0.00], [-0.06, 0.00, 0.10], [0.17, -0.11, -0.16], [-0.03, -0.01, 0.02], [0.03, 0.09, 0.00], [0.05, -0.07, -0.02], [-0.04, 0.27, 0.26], [0.01, 0.00, -0.01], [-0.05, -0.06, 0.02], [-0.04, -0.01, -0.03], [0.00, 0.02, 0.00], [0.03, -0.04, -0.02], [-0.01, -0.10, -0.11], [-0.05, -0.30, 0.06], [0.03, 0.34, -0.06], [-0.06, -0.05, -0.02], [0.08, -0.01, -0.01], [0.04, -0.01, 0.07], [0.17, -0.27, -0.05], [-0.03, 0.02, 0.00], [-0.08, -0.02, 0.02], [-0.01, 0.00, 0.05], [0.03, 0.01, -0.06], [-0.04, 0.04, -0.03], [-0.04, 0.12, 0.03], [0.11, 0.01, -0.03], [-0.20, -0.05, 0.15], [0.02, 0.02, 0.00], [-0.05, 0.02, -0.09], [-0.08, -0.09, 0.02], [0.07, -0.06, -0.34], [-0.01, 0.00, 0.02], [0.07, -0.03, 0.06], [0.03, 0.06, 0.01], [0.01, 0.02, -0.03], [-0.01, -0.03, 0.05], [-0.05, 0.04, 0.11], [-0.12, 0.00, -0.09], [0.33, 0.00, 0.16], [-0.06, -0.03, -0.04], [-0.02, 0.05, 0.22], [0.11, -0.04, -0.02], [-0.32, -0.14, 0.18], [0.02, 0.00, -0.03], [-0.05, 0.03, -0.12], [0.01, 0.06, -0.03], [0.02, -0.01, 0.01], [0.03, -0.01, -0.02], [0.09, 0.07, -0.10], [-0.03, 0.03, -0.04], [0.14, -0.01, 0.07], [-0.04, 0.01, -0.03], [-0.08, -0.03, 0.04], [0.09, -0.05, 0.02], [-0.25, -0.07, -0.16], [-0.02, -0.02, 0.02], [0.05, 0.10, -0.05], [0.00, 0.06, 0.04], [-0.01, 0.00, 0.01], [0.05, -0.01, 0.01], [0.10, 0.05, 0.08], [0.05, 0.04, 0.00], [-0.09, -0.03, 0.09], [0.05, 0.03, 0.00], [-0.11, 0.12, -0.13], [-0.01, -0.07, 0.12], [0.08, -0.03, -0.29], [-0.02, -0.01, -0.05], [0.10, 0.01, 0.07], [0.02, 0.05, 0.02], [0.00, 0.00, 0.00], [-0.03, -0.02, 0.04], [-0.02, 0.04, 0.13]], "gap_ha": 0.363, "spin_multiplicity": 1, "e_tot_ha": -2263.69284, "max_force_ev_per_a": 0.39}